1.
Here is a 2-piece molecular cluster, C2H11N2O overall at a distorted geometry from the Open Molecules 2025 dataset. Energies are from ωB97M-V/def2-TZVPD.

## Properties
Gap between HOMO and LUMO (spin up / spin down): 14.064 / 6.945 eV
2S+1: 2
Relative energy (zero: lowest compared OMol25 entry of this formula, charge and spin): 227.6 kJ/mol
Highest occupied orbital energy (spin up / spin down): -22.0 / -21.7 eV
Total charge: +2

```
16
Properties=species:S:1:pos:R:3:forces:R:3:lowdin_charge:R:1
C -1.225 0.014 -1.693 0.62 -1.32 -0.85 -0.003
N -1.334 0.677 -0.386 0.01 -0.52 2.39 0.134
H -2.133 -0.519 -1.991 -0.23 0.77 0.03 0.132
H -0.530 -0.807 -1.561 0.24 -0.24 0.23 0.094
H -0.761 0.620 -2.477 -0.68 0.41 0.30 0.124
H -1.737 0.085 0.361 -0.14 -0.69 -0.76 0.175
H -0.348 0.768 0.073 -1.65 0.86 -1.01 0.107
H -1.979 1.471 -0.268 0.77 0.66 -0.72 0.196
N 1.212 0.755 0.598 2.23 -1.00 1.00 0.282
C 1.438 -0.735 0.935 -1.59 -0.67 -0.84 -0.145
O 0.287 -1.422 1.224 0.18 0.36 -0.32 0.053
H 1.757 1.035 -0.228 -0.10 0.45 0.08 0.175
H 1.373 1.347 1.424 -0.48 0.61 -0.30 0.175
H 2.100 -0.691 1.810 0.45 0.28 0.04 0.192
H 1.847 -1.182 0.026 0.27 0.12 0.27 0.162
H 0.031 -1.416 2.153 0.09 -0.08 0.45 0.147
```
Forces are in eV/Å.

=====

2.
Here is a 3-piece molecular cluster, C2H11N2O2 overall at a distorted geometry from the Open Molecules 2025 dataset. Energies are from ωB97M-V/def2-TZVPD.

## Properties
Gap between HOMO and LUMO: 9.690 eV
Relative energy (zero: lowest compared OMol25 entry of this formula, charge and spin): 247.1 kJ/mol
Highest occupied orbital energy: -12.7 eV
Total charge: +1

```
17
Properties=species:S:1:pos:R:3:forces:R:3:lowdin_charge:R:1
C 0.397 0.997 -0.131 2.36 2.02 1.09 -0.086
C 1.349 1.768 0.441 -1.73 -0.41 1.45 -0.171
N 1.225 3.130 0.718 0.54 -0.64 -0.53 0.065
N 0.431 -0.428 0.272 0.94 1.19 -3.82 0.192
H -0.165 1.509 -0.888 -1.31 -1.12 -0.10 0.125
H 2.072 1.244 1.067 0.05 0.15 0.25 0.115
H 1.566 3.329 1.643 0.37 0.57 -0.30 0.095
H 1.276 3.853 0.021 -0.01 -0.03 0.05 0.102
H -0.521 -0.760 0.414 0.28 -0.74 0.75 0.133
H 0.787 -0.852 -0.582 -0.78 -1.06 -0.43 0.155
H 1.256 -0.594 0.844 -0.88 -0.09 1.39 0.163
H -0.772 -4.026 0.499 0.13 0.06 -0.24 0.055
H -1.778 -3.217 1.257 -0.03 0.14 -0.10 0.055
O -1.149 -3.139 0.527 -0.10 -0.02 0.38 -0.055
H -1.805 -0.655 -2.741 0.02 0.08 0.00 0.057
H -2.430 -1.398 -1.573 0.01 -0.08 0.04 0.049
O -1.740 -0.762 -1.787 0.13 -0.02 0.11 -0.049
```
Forces are in eV/Å.

=====

3.
Here is a 3-piece molecular cluster, C2H11N2O2 overall at a distorted geometry from the Open Molecules 2025 dataset. Energies are from ωB97M-V/def2-TZVPD.

## Properties
Gap between HOMO and LUMO: 9.641 eV
Relative energy (zero: lowest compared OMol25 entry of this formula, charge and spin): 182.8 kJ/mol
Highest occupied orbital energy: -12.7 eV
Total charge: +1

```
17
Properties=species:S:1:pos:R:3:forces:R:3:lowdin_charge:R:1
C 0.573 -0.548 0.478 0.17 0.00 -2.25 -0.187
C 0.089 -1.228 -0.569 -1.10 0.05 -0.71 -0.087
N -1.386 -1.146 -0.816 0.59 -1.62 0.27 0.166
N 1.889 -0.552 0.788 -0.57 0.64 0.91 0.101
H -0.143 0.228 0.755 0.36 -0.31 1.54 0.139
H 0.552 -1.669 -1.439 0.50 -0.49 0.53 0.122
H -1.827 -2.058 -0.622 0.23 0.20 0.36 0.173
H -1.587 -1.053 -1.804 -0.35 1.14 -0.21 0.148
H -1.825 -0.479 -0.194 -0.44 0.56 -0.48 0.136
H 2.560 -0.629 0.041 0.09 -0.22 0.27 0.119
H 2.146 -0.040 1.621 0.49 0.21 -0.34 0.070
H 3.558 2.226 1.625 0.05 0.02 0.05 0.049
H 3.473 2.085 3.146 0.03 -0.06 -0.02 0.054
O 3.351 1.597 2.324 -0.13 0.00 -0.03 -0.054
H -4.325 0.819 -1.275 -0.07 -0.18 0.17 0.050
H -3.625 1.586 -2.340 0.31 0.01 -0.14 0.055
O -3.473 0.863 -1.720 -0.15 0.04 0.06 -0.055
```
Forces are in eV/Å.

=====

4.
Here is a 2-piece molecular cluster, C2H11N4 overall from the Open Molecules 2025 dataset. Energies are from ωB97M-V/def2-TZVPD.

## Properties
Gap between HOMO and LUMO: 10.765 eV
Relative energy (zero: lowest compared OMol25 entry of this formula, charge and spin): 30.7 kJ/mol
Highest occupied orbital energy: -13.7 eV
Total charge: +1

```
17
Properties=species:S:1:pos:R:3:forces:R:3:lowdin_charge:R:1
C 1.651 0.846 1.340 0.09 0.03 -0.13 -0.017
N 1.768 0.124 0.041 -0.09 0.10 -0.06 0.100
H 0.633 0.726 1.694 -0.04 0.00 0.05 0.094
H 2.353 0.440 2.058 0.06 -0.05 0.06 0.097
H 1.862 1.895 1.162 -0.03 0.01 0.04 0.102
H 0.993 0.462 -0.604 -0.14 0.03 -0.24 0.072
H 1.595 -0.875 0.147 0.08 -0.02 0.07 0.135
H 2.667 0.265 -0.414 0.06 -0.03 0.08 0.162
N -2.364 -0.083 0.119 -0.39 -0.08 -0.39 0.152
C -1.245 -0.269 -0.644 -0.07 -0.28 -0.03 -0.604
N -0.713 -1.549 -0.604 0.01 0.30 0.03 0.124
N -0.597 0.641 -1.285 0.01 -0.09 0.01 0.077
H -2.815 0.814 0.012 0.08 0.05 0.10 0.111
H -3.037 -0.837 0.118 0.05 0.00 0.16 0.109
H -1.320 -2.268 -0.242 0.12 -0.08 0.05 0.104
H -0.259 -1.796 -1.472 -0.09 -0.11 0.01 0.112
H -1.173 1.464 -1.427 0.28 0.21 0.17 0.071
```
Forces are in eV/Å.

=====

5.
Here is C2H11N5 as an isolated structure at a distorted geometry from the Open Molecules 2025 dataset. Energies are from ωB97M-V/def2-TZVPD.

## Properties
Gap between HOMO and LUMO: 8.623 eV
Relative energy (zero: lowest compared OMol25 entry of this formula, charge and spin): 400.8 kJ/mol
Highest occupied orbital energy: -7.9 eV

```
18
Properties=species:S:1:pos:R:3:forces:R:3:lowdin_charge:R:1
C -1.229 -0.666 1.675 -0.10 0.08 -0.12 -0.138
N -0.693 -0.288 0.385 0.98 0.63 0.14 -0.146
C -1.530 -0.180 -0.674 0.10 0.17 0.01 -0.428
N -2.777 -0.407 -0.805 -0.43 -0.13 -0.07 0.047
H 1.086 -1.052 -0.753 0.85 0.02 -0.03 0.065
H -3.225 -0.703 0.062 0.15 0.00 0.06 0.008
H -1.019 0.160 -1.580 0.10 0.02 -0.06 0.088
H -1.926 0.082 2.075 -0.01 -0.06 -0.02 0.078
H -1.760 -1.623 1.623 0.06 0.05 0.03 0.074
H -0.405 -0.767 2.381 -0.01 -0.03 0.02 0.069
N 1.570 1.002 0.173 0.46 0.44 1.02 -0.099
N 2.032 -0.655 -0.626 -0.54 -0.55 -0.30 0.067
N 1.485 1.916 -0.692 -0.10 0.69 -1.06 -0.085
H 0.303 0.392 0.368 -1.30 -0.92 0.02 0.045
H 2.601 -0.582 -1.462 -0.18 -0.19 0.04 0.078
H 0.646 2.045 -1.276 0.29 -0.05 0.21 0.101
H 2.526 -1.103 0.132 0.00 -0.12 -0.10 0.076
H 2.315 2.429 -1.007 -0.31 -0.06 0.22 0.100
```
Forces are in eV/Å.

=====

6.
Here is a 3-piece molecular cluster, C2H11NO2 overall at a distorted geometry from the Open Molecules 2025 dataset. Energies are from ωB97M-V/def2-TZVPD.

## Properties
Gap between HOMO and LUMO: 9.888 eV
Relative energy (zero: lowest compared OMol25 entry of this formula, charge and spin): 280.6 kJ/mol
Highest occupied orbital energy: -9.3 eV

```
16
Properties=species:S:1:pos:R:3:forces:R:3:lowdin_charge:R:1
C 0.922 -0.965 -0.828 -3.25 -0.63 -0.02 -0.113
C 0.189 0.347 -1.066 0.31 1.66 -1.73 -0.343
N -1.235 0.103 -1.181 2.88 -0.98 4.20 0.000
H 0.890 -1.398 -1.816 1.29 -0.65 -0.02 0.076
H 1.746 -0.877 -0.212 2.66 0.17 0.14 0.029
H 0.337 -1.702 -0.201 -0.14 0.91 -0.50 0.093
H 0.461 1.155 -0.277 -0.47 -1.07 -1.42 0.085
H 0.500 0.760 -2.189 -0.30 -0.67 3.10 0.158
H -1.613 0.459 -1.949 -2.48 1.13 -3.56 0.010
H -1.522 -0.748 -0.733 -0.52 -0.04 -0.77 0.062
H 0.309 1.433 1.593 2.67 -2.63 2.59 0.178
H 1.569 0.396 1.527 -0.31 0.18 0.57 0.046
O 0.929 0.705 2.200 -0.69 3.22 -2.94 -0.115
H -1.598 -0.225 1.097 0.01 1.93 2.39 0.038
H -0.425 0.198 2.094 -3.02 -0.20 0.17 -0.019
O -1.459 0.358 1.940 1.35 -2.32 -2.21 -0.185
```
Forces are in eV/Å.